# C5H11BrSi

A cluster of 2 separate species, C5H11BrSi in total in a non-equilibrium geometry (ωB97M-V with the def2-TZVPD basis set, OMol25).

ORCA input file:
```
! wB97M-V def2-TZVPD RIJCOSX def2/J DEFGRID3
* xyz 0 1
C 2.454 -1.063 -0.538
C 1.500 -0.045 0.190
C 1.482 -0.092 -1.139
C 0.795 0.331 -2.354
C -1.848 1.319 1.302
Si -1.978 -0.570 1.740
Br -1.829 -1.659 -0.216
H 3.493 -0.727 -0.469
H 2.045 -2.057 -0.566
H 1.105 0.346 1.064
H -0.239 -0.191 -2.498
H 1.440 0.165 -3.239
H 0.690 1.390 -2.220
H -2.539 2.124 1.520
H -1.047 1.567 2.059
H -1.426 1.388 0.320
H -3.124 -1.108 2.433
H -0.976 -1.118 2.612
*
```

The calculation puts the lowest unoccupied orbital energy at 0.81 eV. Its structure (SMILES) is C[SiH2]Br.CC1=CC1. The value obtained for the HOMO-LUMO gap is 9.6 eV. As for the energy above the lowest of the compared OMol25 structures with the same formula, charge and spin: 71.49 kcal/mol.

Atomic partial charges in e from the natural (NBO) method, atoms 1 to 4: -0.44, -0.23, 0.04, -0.67

=====

# C37H35N4O7

A cluster of 3 separate species, C37H35N4O7 in total in a non-equilibrium geometry (ωB97M-V with the def2-TZVPD basis set, OMol25).

ORCA input file:
```
! wB97M-V def2-TZVPD RIJCOSX def2/J DEFGRID3
* xyz 1 1
C 4.385 -0.111 -1.535
C 3.909 1.183 -2.118
O 4.498 1.752 -2.997
O 2.774 1.717 -1.571
C 1.718 1.948 -2.516
C 0.544 2.454 -1.690
C -0.061 1.343 -0.828
N -1.470 1.042 -1.196
C -2.120 0.338 -0.194
N -1.465 -0.566 0.626
N -3.410 0.591 -0.064
N -1.481 0.340 -2.505
C -1.966 1.279 -3.552
C -2.317 -0.866 -2.476
C -1.561 -2.154 -2.340
O -3.513 -0.798 -2.578
H 3.607 -0.652 -0.998
H 4.767 -0.737 -2.341
H 5.207 0.084 -0.842
H 1.466 0.983 -2.974
H 2.025 2.663 -3.280
H 0.945 3.223 -1.026
H -0.202 2.923 -2.331
H 0.529 0.423 -0.870
H -0.084 1.659 0.220
H -0.940 -0.082 1.354
H -2.154 -1.140 1.110
H -3.736 1.494 -0.378
H -4.082 -0.107 0.235
H -2.571 2.067 -3.104
H -2.584 0.752 -4.276
H -1.108 1.705 -4.070
H -0.675 -2.107 -2.978
H -1.235 -2.324 -1.314
H -2.192 -2.970 -2.695
C 7.978 4.246 -1.595
C 6.812 3.487 -1.635
C 6.191 3.118 -0.455
C 6.733 3.485 0.769
C 7.913 4.229 0.807
C 8.527 4.615 -0.378
C 8.539 4.607 2.107
O 9.559 5.259 2.145
C 7.870 4.149 3.359
C 8.458 4.444 4.582
C 7.850 4.040 5.758
C 6.647 3.344 5.719
C 6.057 3.044 4.503
C 6.668 3.438 3.319
C 6.033 3.081 2.020
O 4.980 2.473 1.979
H 8.462 4.544 -2.516
H 6.383 3.189 -2.581
H 5.278 2.543 -0.473
H 9.435 5.200 -0.335
H 9.392 4.988 4.601
H 8.313 4.267 6.709
H 6.171 3.034 6.640
H 5.124 2.500 4.460
C -6.007 -2.501 -2.577
C -6.539 -3.607 -3.231
C -7.119 -4.629 -2.493
C -7.145 -4.557 -1.103
C -6.584 -3.459 -0.453
C -6.036 -2.431 -1.200
C -6.539 -3.366 1.032
O -6.028 -2.403 1.577
C -7.117 -4.489 1.812
C -7.052 -4.455 3.200
C -7.597 -5.489 3.942
C -8.213 -6.558 3.302
C -8.277 -6.601 1.919
C -7.724 -5.573 1.168
C -7.779 -5.659 -0.321
O -8.312 -6.591 -0.879
H -5.569 -1.691 -3.138
H -6.502 -3.673 -4.310
H -7.546 -5.493 -2.984
H -5.625 -1.572 -0.688
H -6.575 -3.618 3.689
H -7.543 -5.463 5.022
H -8.643 -7.362 3.885
H -8.750 -7.430 1.413
*
```

The calculation puts the lowest unoccupied orbital energy at -4.54 eV. The value obtained for the HOMO-LUMO gap is 6.6 eV.

Atomic partial charges in e from the Mulliken method, atoms 1 to 4: -0.92, 0.68, -0.56, -0.16

=====

# C20H39N9O2PS2Ti

A structure of composition C20H39N9O2PS2Ti in a non-equilibrium geometry (ωB97M-V with the def2-TZVPD basis set, OMol25).

ORCA input file:
```
! wB97M-V def2-TZVPD RIJCOSX def2/J DEFGRID3
* xyz 2 2
Ti -0.894 0.142 -0.141
C 0.790 2.931 4.181
C 1.481 1.635 3.850
O 1.509 1.469 2.391
P 0.760 0.288 1.664
S 2.349 -0.617 -0.712
S -1.265 0.244 2.211
O 1.240 -1.079 2.367
C 2.637 -1.401 2.619
C 2.780 -2.898 2.571
H 0.777 3.073 5.265
H -0.241 2.919 3.824
H 1.318 3.777 3.735
H 0.972 0.782 4.293
H 2.518 1.633 4.173
H 2.898 -1.008 3.602
H 3.266 -0.928 1.872
H 2.071 -3.374 3.252
H 3.791 -3.190 2.865
H 2.596 -3.260 1.553
C 2.600 2.841 -1.801
N 1.391 3.307 -1.106
C 1.494 4.517 -0.267
C 0.100 4.636 0.342
N -0.512 3.343 0.002
C -1.969 3.213 0.048
C 0.256 2.661 -0.868
N -0.201 1.485 -1.375
C 0.389 0.845 -2.572
C 0.220 -0.675 -2.526
N 0.645 -1.198 -1.177
C 0.709 -2.614 -1.146
N 1.524 -3.365 -1.856
C 2.596 -3.010 -2.789
C 1.380 -4.780 -1.475
C 0.134 -4.774 -0.588
N -0.095 -3.337 -0.384
C -1.235 -2.888 0.391
H 3.410 3.505 -1.517
H 2.488 2.900 -2.882
H 2.862 1.833 -1.500
H 1.759 5.374 -0.878
H 2.267 4.370 0.484
H -0.474 5.441 -0.114
H 0.117 4.785 1.416
H -2.377 4.123 0.479
H -2.289 2.402 0.690
H -2.382 3.094 -0.950
H 1.441 1.050 -2.661
H -0.102 1.207 -3.475
H 0.811 -1.103 -3.328
H -0.817 -0.975 -2.690
H 2.750 -1.941 -2.813
H 2.344 -3.393 -3.778
H 3.521 -3.477 -2.449
H 2.279 -5.097 -0.951
H 1.260 -5.396 -2.360
H 0.278 -5.272 0.366
H -0.729 -5.215 -1.086
H -1.366 -3.535 1.253
H -2.142 -2.906 -0.208
H -1.069 -1.903 0.797
N -6.069 -0.599 0.741
C -5.114 -0.292 -0.159
C -3.746 -0.454 0.138
N -2.804 -0.133 -0.745
C -3.201 0.337 -1.945
C -4.546 0.469 -2.221
N -5.499 0.171 -1.348
H -5.854 -0.905 1.671
H -7.032 -0.455 0.487
H -3.436 -0.813 1.105
H -2.455 0.616 -2.668
H -4.863 0.842 -3.190
*
```

The calculation puts the lowest unoccupied orbital energy (spin up / spin down) at -5.66 / -5.87 eV. The value obtained for the HOMO-LUMO gap (spin up / spin down) is 7.0 / 6.7 eV. As for the energy above the lowest of the compared OMol25 structures with the same formula, charge and spin: 71.48 kcal/mol.

Atomic partial charges in e from the Mulliken method, atoms 1 to 4: -0.60, -1.19, -0.36, -0.35